This record from OMol25 describes a 2-piece molecular cluster, CHI3O overall. The level of theory is ωB97M-V/def2-TZVPD.

Output
F_max: 1.47 eV/Å
HOMO: -0.3413 hartree
relative energy (zero: lowest compared OMol25 entry of this formula, charge and spin): 21.8 kJ/mol
SMILES: O=CI.II
orbital gap: 7.512 eV
total charge: 0

Last column: natural (NBO) charge in e.
Element x y z (Å)
C: 0.81 -0.52 -0.43  0.295
O: 0.24 -1.20 0.34  -0.493
I: -0.03 0.29 -2.25  0.015
I: -0.50 1.83 1.55  -0.010
I: -2.44 0.00 1.27  0.032
H: 1.92 -0.39 -0.47  0.161